[1]
An isolated molecule of C6HFN4OS, computed with wB97M-V/def2-TZVPD.

Atoms and positions in Å:
N -0.4336 1.5767 2.6242
C -0.4591 0.8691 1.7243
C -0.6269 0.0503 0.5618
C -1.9444 -0.0149 -0.0520
N -2.9467 -0.2715 -0.4754
S -0.1974 -1.7060 1.0265
F -1.3349 -1.7846 2.2572
C 0.3026 0.4580 -0.5848
C 0.2329 1.7059 -1.2816
N 0.2975 2.5680 -2.0395
N 0.3914 -0.7255 -1.6169
C 1.3143 -0.5469 -0.7932
O 2.4928 -0.8683 -0.3517
H 2.9116 -1.3101 -0.9989

## Properties
- spin multiplicity = 1
- SMILES = N#CC(C#N)(SF)[C@]1(C#N)N=C1O
- E_HOMO (Eh) = -0.3975
- Kohn-Sham gap (eV) = 9.497
- charge = 0

=====

[2]
A structure of composition C6HO6Pd, computed with wB97M-V/def2-TZVPD.

Atoms and positions in Å:
O -0.0295 1.9962 -4.2192
C 0.0004 1.3208 -3.2989
Pd -0.2149 0.2189 0.1384
C -0.5155 1.0466 1.9197
O -0.7349 1.5733 2.9138
C 0.3276 -1.8076 0.4009
O -0.3251 -2.7218 0.8197
C 1.8861 -0.1428 0.1418
O 2.8076 0.6165 0.0868
C -1.9505 0.1239 -0.7065
O -2.9377 0.0247 -1.2837
H 0.3375 -0.7496 -1.1992
O 2.7094 -2.4419 0.3197
C 1.8094 -1.6277 0.2390

## Properties
- spin multiplicity = 3
- <S²> = 2.036
- E_HOMO (spin up / spin down) (Eh) = -0.4829 / -0.5672
- Kohn-Sham gap (spin up / spin down) (eV) = 6.373 / 6.850
- charge = +1

=====

[3]
A structure of composition C70H103HfI2N2O4S2Sb3Si4, computed with wB97M-V/def2-TZVPD.

Atoms and positions in Å:
Hf -1.5072 0.8277 -0.2192
C -4.9145 1.1940 -3.9393
Sb -2.9851 0.5728 -3.1907
C -3.5556 0.9817 -1.0684
C -4.1313 2.3592 -0.7830
C -4.2573 3.3911 -1.7207
C -4.9255 4.5587 -1.4014
C -5.4967 4.6967 -0.1490
C -5.2921 3.6680 0.7473
N -4.6189 2.5529 0.4474
Si -4.9366 -0.2992 -0.5953
C -5.4826 -0.1861 1.1907
C -4.3820 -2.0098 -1.1062
C -6.5645 -0.0599 -1.4926
C -1.6460 2.2292 -3.8762
C -1.1725 3.1256 -2.7759
C -0.6938 4.4040 -3.1093
C -0.2997 5.3148 -2.1602
C -0.4106 4.9694 -0.8203
C -0.8260 3.7038 -0.5360
N -1.1617 2.7629 -1.4636
Si -2.3747 3.1730 -5.3979
C -3.2662 1.9777 -6.5460
C -3.5334 4.5317 -4.8281
C -1.0634 3.9916 -6.4686
Si -0.0735 1.2764 -4.5634
C 1.4237 2.3780 -4.5435
C -0.4517 0.5639 -6.2490
C 0.3025 -0.2440 -3.5412
H -5.3571 0.3349 -4.4432
H -4.8224 2.0079 -4.6502
H -5.5480 1.4909 -3.1119
H -3.8486 3.2726 -2.7125
H -5.0137 5.3540 -2.1355
H -6.0617 5.5795 0.1253
H -5.6629 3.7256 1.7690
H -6.3208 0.5165 1.2475
H -4.7294 0.1656 1.8949
H -5.8496 -1.1637 1.5215
H -3.5122 -2.3771 -0.5665
H -4.1728 -2.0530 -2.1781
H -5.2091 -2.7083 -0.9219
H -6.9059 0.9822 -1.4622
H -7.3074 -0.6564 -0.9519
H -6.5651 -0.3979 -2.5323
H -0.6366 4.6682 -4.1567
H 0.0809 6.2890 -2.4508
H -0.1536 5.6550 -0.0247
H -0.9224 3.4170 0.4951
H -3.3965 0.9715 -6.1385
H -2.7106 1.8813 -7.4834
H -4.2599 2.3614 -6.8067
H -4.5623 4.1825 -4.6888
H -3.5626 5.3103 -5.5986
H -3.2052 5.0090 -3.9002
H -0.1302 3.4250 -6.5366
H -0.8155 5.0093 -6.1461
H -1.4663 4.0769 -7.4840
H 1.9318 2.3159 -3.5717
H 2.1224 2.0187 -5.3092
H 1.2101 3.4289 -4.7572
H -0.5587 1.3150 -7.0388
H -1.3678 -0.0364 -6.2264
H 0.3752 -0.0976 -6.5383
H 1.3886 -0.3941 -3.5102
H -0.1517 -1.1239 -4.0008
H -0.0143 -0.1719 -2.5110
I -2.5254 2.1379 2.2957
C -0.5891 2.1963 3.1651
I 0.7952 1.3828 1.5448
H -0.5763 1.6212 4.0837
H -0.3401 3.2383 3.3589
C 0.8249 -3.6885 4.6149
C -0.7160 -3.6442 4.6379
C -1.2762 -3.5479 3.1998
Sb -2.5623 -1.8546 2.6254
C -2.7129 -0.7467 4.4600
C -1.5969 -0.3894 5.2105
C -1.7261 0.3895 6.3583
C -2.9761 0.8527 6.7421
C -4.0990 0.5231 5.9834
C -3.9705 -0.2779 4.8566
C -4.2694 -3.0645 3.1580
C -4.5111 -3.3647 4.5010
C -5.5477 -4.2214 4.8540
C -6.3500 -4.7978 3.8750
C -6.0950 -4.5314 2.5358
C -5.0584 -3.6726 2.1816
Sb 1.6460 -1.8804 3.7593
C 3.6843 -2.5224 3.7930
C 4.5226 -2.3090 4.8881
C 5.8611 -2.6881 4.8285
C 6.3698 -3.2827 3.6794
C 5.5387 -3.5069 2.5868
C 4.2029 -3.1208 2.6421
C 1.6956 -0.6970 5.5513
C 2.0150 0.6599 5.4419
C 2.0448 1.4761 6.5678
C 1.7366 0.9488 7.8173
C 1.4034 -0.3957 7.9366
C 1.3858 -1.2143 6.8101
H 1.1739 -4.5083 3.9804
H 1.2396 -3.8411 5.6133
H -1.0459 -2.8032 5.2490
H -1.1070 -4.5420 5.1229
H -1.9138 -4.4012 2.9661
H -0.4451 -3.5614 2.4992
H -0.6086 -0.7153 4.9115
H -0.8418 0.6379 6.9395
H -3.0799 1.4711 7.6269
H -5.0772 0.8941 6.2712
H -4.8586 -0.5511 4.2950
H -3.8964 -2.9318 5.2814
H -5.7241 -4.4448 5.9006
H -7.1612 -5.4593 4.1539
H -6.6959 -4.9980 1.7623
H -4.8695 -3.4837 1.1302
H 4.1344 -1.8394 5.7866
H 6.5083 -2.5146 5.6810
H 7.4142 -3.5718 3.6323
H 5.9342 -3.9760 1.6912
H 3.5643 -3.2856 1.7767
H 2.2410 1.0857 4.4689
H 2.3049 2.5253 6.4723
H 1.7552 1.5846 8.6963
H 1.1516 -0.8077 8.9076
H 1.1221 -2.2600 6.9288
C 4.9821 -2.2496 -1.0904
C 5.2805 -1.2283 -2.1858
C 6.7108 -0.7177 -2.0583
C 5.0532 -1.8464 -3.5550
O 4.3593 -0.1199 -2.0953
Si 3.9853 0.9821 -0.9569
S 1.8667 0.6192 -0.7054
O 4.7664 0.6292 0.4055
C 5.2677 1.1858 1.6399
C 4.5921 2.5196 1.9397
C 4.9478 0.1667 2.7177
C 6.7749 1.3543 1.5215
O 4.0201 2.4926 -1.5649
C 4.9959 3.2665 -2.3134
C 5.1189 2.7140 -3.7386
C 6.3441 3.2207 -1.6104
C 4.4585 4.6853 -2.3300
H 5.6985 -3.0726 -1.1471
H 3.9695 -2.6510 -1.2145
H 5.0549 -1.7860 -0.1041
H 7.4183 -1.5390 -2.1947
H 6.8668 -0.2843 -1.0664
H 6.9117 0.0423 -2.8177
H 5.6795 -2.7335 -3.6763
H 5.3019 -1.1307 -4.3433
H 4.0035 -2.1322 -3.6650
H 3.5203 2.3727 2.0937
H 4.7266 3.2158 1.1066
H 5.0181 2.9596 2.8435
H 5.2885 0.5204 3.6950
H 3.8670 -0.0007 2.7629
H 5.4335 -0.7901 2.5034
H 7.0294 2.1084 0.7779
H 7.2332 0.4056 1.2324
H 7.1951 1.6626 2.4823
H 4.9765 1.6324 -3.7325
H 6.1055 2.9365 -4.1496
H 4.3680 3.1577 -4.3949
H 6.7175 2.1917 -1.5662
H 6.2530 3.6131 -0.5958
H 7.0729 3.8309 -2.1475
H 3.4289 4.6857 -2.6983
H 5.0728 5.3142 -2.9787
H 4.4665 5.1082 -1.3214
C -2.6141 -6.4969 -4.2756
C -2.1497 -5.5137 -3.2343
C -1.7215 -5.9409 -1.9800
C -1.2493 -5.0378 -1.0405
C -1.2059 -3.6904 -1.3705
C -1.6465 -3.2289 -2.5993
C -2.1157 -4.1440 -3.5233
S -0.5370 -2.6132 -0.1412
C 1.1633 -2.6348 -0.6632
O -1.0774 -1.1953 -0.4945
H -2.7785 -7.4848 -3.8497
H -1.8565 -6.5879 -5.0570
H -3.5335 -6.1581 -4.7525
H -1.7636 -6.9955 -1.7296
H -0.9182 -5.3792 -0.0615
H -1.6449 -2.1698 -2.8195
H -2.4678 -3.7945 -4.4885
H 1.2149 -2.5048 -1.7449
H 1.5510 -3.6151 -0.3607
H 1.6906 -1.8259 -0.1568

## Properties
- spin multiplicity = 1
- E_HOMO (Eh) = -0.4378
- Kohn-Sham gap (eV) = 6.452
- charge = +2

=====

[4]
A structure of composition C70H60IrN9OPTe, computed with wB97M-V/def2-TZVPD.

Atoms and positions in Å:
Ir -1.1707 1.1177 -0.0137
C -1.2715 1.2609 -5.8083
C -2.3256 2.0677 -5.4034
C -2.4154 2.5135 -4.1035
C -1.4358 2.1624 -3.1522
C -0.4034 1.3006 -3.5712
C -0.3147 0.8815 -4.8772
N -1.4905 2.5432 -1.8535
C -2.2089 3.6072 -1.4120
C -2.2784 4.8479 -2.0545
C -2.9519 5.9046 -1.4750
C -3.5868 5.7548 -0.2442
C -3.5631 4.5413 0.4057
C -2.8873 3.4557 -0.1651
N -2.8634 2.2032 0.3585
N -3.6666 1.9084 1.3589
C -3.6441 0.6462 1.7761
C -4.5707 0.1891 2.7463
C -4.5831 -1.1352 3.0907
C -3.7035 -2.0236 2.4562
C -2.8154 -1.5049 1.5373
N -2.7426 -0.2208 1.2328
H -1.2055 0.9182 -6.8305
H -3.0981 2.3355 -6.1099
H -3.2539 3.1202 -3.7948
H 0.3099 0.9653 -2.8346
H 0.5020 0.2386 -5.1782
H -1.7619 4.9781 -2.9933
H -2.9878 6.8614 -1.9754
H -4.0916 6.5937 0.2116
H -4.0412 4.3964 1.3627
H -5.2483 0.9093 3.1781
H -5.2751 -1.5028 3.8340
H -3.7096 -3.0807 2.6756
H -2.1136 -2.1400 1.0125
N -2.9259 -3.9833 -4.9409
C -3.7972 -4.7868 -5.6211
C -3.6111 -5.8074 -6.5392
C -4.7460 -6.4358 -7.0107
C -6.0220 -6.0572 -6.5833
C -6.2152 -5.0365 -5.6779
C -5.0863 -4.3840 -5.1864
N -4.9692 -3.3619 -4.2903
C -3.6833 -3.1410 -4.1556
C -3.0957 -2.1635 -3.2717
C -3.8707 -1.1312 -2.7269
C -3.2861 -0.2217 -1.8732
N -2.0014 -0.2791 -1.5008
C -1.2601 -1.2644 -2.0114
C -1.7483 -2.2059 -2.8910
H -1.9262 -3.9700 -5.0460
H -2.6232 -6.0951 -6.8693
H -4.6458 -7.2398 -7.7249
H -6.8756 -6.5850 -6.9824
H -7.2011 -4.7457 -5.3546
H -4.9145 -1.0631 -2.9908
H -3.8749 0.5848 -1.4574
H -0.2280 -1.3008 -1.6902
H -1.0854 -2.9755 -3.2565
N 0.6856 0.4645 -0.2990
P 2.2041 0.6690 -0.4652
C 2.8624 1.8563 1.7282
C 0.5808 2.5922 2.1191
C 0.6788 3.0281 3.4488
C 1.8358 3.3710 4.1496
C 3.1246 2.9544 3.9072
C 3.5168 2.0329 2.9038
C 2.8835 1.9154 -1.6129
C 4.2522 1.8689 -1.8341
C 4.8325 2.7332 -2.7414
C 4.0364 3.6190 -3.4498
C 2.6731 3.6744 -3.2162
C 2.0934 2.8359 -2.2823
C 2.9501 -0.9031 -1.0310
C 3.5181 -1.8433 -0.1833
C 3.8890 -3.0838 -0.6683
C 3.6917 -3.3989 -2.0009
C 3.1213 -2.4681 -2.8555
C 2.7444 -1.2309 -2.3666
H -1.2864 2.1464 2.3449
H -0.2605 3.1385 3.9804
H 1.6700 3.9185 5.0714
H 3.8800 3.2326 4.6308
H 4.4145 1.4499 3.0692
H 4.8467 1.1556 -1.2793
H 5.9008 2.7141 -2.9020
H 4.4870 4.2779 -4.1765
H 2.0608 4.3737 -3.7651
H 1.0401 2.9008 -2.0649
H 3.6823 -1.6108 0.8577
H 4.3278 -3.8070 0.0012
H 3.9827 -4.3697 -2.3716
H 2.9767 -2.7026 -3.9025
H 2.2905 -0.5021 -3.0252
C 2.6416 -7.2268 3.5980
C 2.4330 -5.7460 3.4873
C 1.4966 -5.2112 2.6204
C 1.2952 -3.8392 2.5157
C 0.2343 -3.3714 1.5670
C 2.0458 -2.9632 3.3009
Te 1.8725 -0.8124 2.9821
N -0.5558 2.1403 1.6306
C 1.7782 2.7261 1.2760
O 3.2144 0.8587 0.8768
C 2.0877 3.9050 0.5601
C 1.0763 4.7614 0.0781
C 1.3989 5.9136 -0.5973
C 2.7261 6.2732 -0.8004
C 3.7361 5.4422 -0.3335
C 3.4331 4.2771 0.3279
C 0.5758 -0.1732 4.5906
C -0.7813 -0.1697 4.3033
C -1.7054 0.3814 5.1722
C -1.2731 0.9431 6.3601
C 0.0782 0.9578 6.6434
C 1.0186 0.4253 5.7676
C 2.4658 0.5378 6.1288
C 3.0152 -3.4897 4.1573
C 3.9207 -2.6190 4.9728
C 3.1850 -4.8647 4.2489
H 1.8512 -7.7664 3.0813
H 2.6466 -7.5356 4.6421
H 3.6017 -7.5116 3.1653
H 0.9046 -5.8726 2.0014
H 0.2485 -3.9654 0.6549
H 0.3687 -2.3231 1.2990
H -0.7405 -3.4888 2.0423
H 0.0435 4.4883 0.2332
H 0.6111 6.5499 -0.9705
H 2.9749 7.1974 -1.3020
H 4.7699 5.7242 -0.4762
H 4.2288 3.6558 0.7138
H -1.1198 -0.5951 3.3701
H -2.7554 0.3812 4.9193
H -1.9776 1.3805 7.0538
H 0.4280 1.4139 7.5582
H 2.6266 1.4202 6.7451
H 3.0768 0.6144 5.2290
H 2.7764 -0.3338 6.7055
H 3.5165 -1.6137 5.0339
H 4.9059 -2.5692 4.5077
H 4.0410 -3.0186 5.9776
H 3.9308 -5.2563 4.9279

## Properties
- spin multiplicity = 6
- <S²> = 8.877
- E_HOMO (spin up / spin down) (Eh) = -0.2100 / -0.2298
- Kohn-Sham gap (spin up / spin down) (eV) = 5.414 / 4.372
- charge = 0

=====

For each record above, in turn, the calculated E_tot values are -1021.3786; -808.0918; -6457.8737; -3985.1263 Eh.